Run i
ORCA calculation (ωB97M-V/def2-TZVPD) on one molecule with the formula C22H34N4O2.

Last column: natural (NBO) charge in e.
Positions of all 62 atoms, in Å:
C  -3.076  4.597  -3.371  -0.61
C  -2.339  3.267  -3.246  -0.22
C  -2.522  2.410  -4.496  -0.40
C  -1.729  1.117  -4.348  -0.40
C  -2.176  0.391  -3.085  -0.22
N  -2.046  1.235  -1.911  -0.46
C  -1.228  0.803  -0.906  0.81
O  -0.487  -0.151  -1.048  -0.67
N  -1.337  1.501  0.279  -0.62
C  -0.539  1.384  1.417  0.19
C  -1.000  1.975  2.593  -0.28
C  -0.218  1.945  3.732  -0.18
C  1.014  1.321  3.724  -0.30
C  1.474  0.713  2.557  0.27
N  2.724  0.097  2.578  -0.67
C  3.307  -0.699  1.586  0.80
O  4.460  -0.489  1.254  -0.65
N  2.547  -1.699  1.072  -0.46
C  3.164  -2.526  0.052  -0.22
C  3.787  -3.772  0.676  -0.41
C  2.737  -4.533  1.481  -0.40
C  2.026  -3.627  2.494  -0.21
C  2.946  -3.257  3.656  -0.61
C  1.479  -2.352  1.813  -0.04
C  0.269  -2.649  0.926  -0.64
C  0.702  0.761  1.400  -0.34
C  -2.746  2.507  -1.963  -0.02
C  -4.257  2.302  -1.807  -0.64
H  -4.131  4.440  -3.578  0.20
H  -2.655  5.177  -4.189  0.22
H  -2.983  5.180  -2.457  0.21
H  -1.267  3.478  -3.146  0.21
H  -2.179  2.967  -5.370  0.21
H  -3.580  2.181  -4.645  0.19
H  -1.880  0.469  -5.212  0.21
H  -0.664  1.345  -4.274  0.21
H  -1.563  -0.494  -2.911  0.25
H  -3.223  0.082  -3.186  0.18
H  -2.171  2.050  0.421  0.39
H  -1.962  2.467  2.608  0.20
H  -0.576  2.414  4.637  0.21
H  1.625  1.302  4.614  0.21
H  3.426  0.595  3.110  0.41
H  3.930  -1.926  -0.441  0.24
H  2.398  -2.798  -0.677  0.19
H  4.611  -3.467  1.323  0.21
H  4.195  -4.412  -0.108  0.21
H  3.204  -5.368  2.009  0.21
H  2.000  -4.955  0.794  0.20
H  1.168  -4.175  2.901  0.20
H  3.350  -4.153  4.122  0.21
H  2.397  -2.696  4.409  0.21
H  3.777  -2.644  3.316  0.21
H  1.153  -1.667  2.600  0.22
H  -0.586  -2.886  1.556  0.21
H  0.021  -1.786  0.316  0.26
H  0.448  -3.493  0.268  0.20
H  1.073  0.326  0.489  0.26
H  -2.399  3.128  -1.130  0.20
H  -4.749  3.248  -1.603  0.22
H  -4.451  1.627  -0.976  0.22
H  -4.695  1.871  -2.702  0.21

Summary:
* multiplicity: 1
* E_HOMO: -8.047 eV
* SMILES string: C[C@@H]1CCCN(C(=O)Nc2cccc(NC(=O)N3CCC[C@@H](C)[C@@H]3C)c2)[C@@H]1C
* total charge: 0
* molar mass: 386.540 g mol⁻¹
* gap between HOMO and LUMO: 8.640 eV
* lowest unoccupied orbital energy: 0.0218 Ha

---

Run ii
ORCA calculation (ωB97M-V/def2-TZVPD) on C22H34N4O2 as an isolated structure.

Last column: natural (NBO) charge in e.
Positions of all 62 atoms, in Å:
C  2.351  2.671  2.342  -0.60
H  2.105  3.689  2.237  0.21
H  3.361  2.710  2.837  0.21
H  1.581  2.024  2.689  0.20
C  2.622  2.003  0.681  0.23
N  3.116  0.759  1.028  -0.64
C  3.511  -0.045  0.087  0.80
O  3.842  0.537  -1.310  -0.84
N  3.729  -1.215  0.121  -0.39
C  3.380  -1.981  1.401  -0.23
C  3.585  -3.209  1.139  -0.44
H  4.554  -3.553  1.334  0.21
C  3.564  -3.670  -0.514  -0.30
C  4.194  -2.080  -0.794  -0.19
H  5.256  -2.266  -0.998  0.21
H  3.753  -1.830  -1.671  0.24
H  2.530  -3.686  -0.653  0.19
H  4.021  -4.404  -0.734  0.16
H  3.055  -3.967  1.566  0.23
H  2.233  -1.745  1.689  0.18
H  3.832  -1.587  2.207  0.21
H  2.692  0.437  1.926  0.41
C  1.285  2.275  0.102  -0.16
C  0.544  3.395  -0.026  -0.17
C  -0.604  3.495  -1.111  -0.17
C  -1.053  2.154  -1.324  -0.20
C  -0.452  0.751  -1.097  0.09
C  0.774  1.133  -0.436  -0.15
H  1.171  0.011  -0.099  0.17
C  -1.032  -0.398  -1.551  0.11
N  -2.446  -0.354  -1.223  -0.59
C  -2.808  -0.369  0.027  0.78
O  -1.921  -0.334  1.071  -0.75
N  -4.132  -0.333  0.392  -0.45
C  -5.222  -0.454  -0.532  -0.24
C  -6.413  -0.185  0.362  -0.30
H  -6.795  0.639  0.274  0.16
C  -5.961  -0.900  1.934  -0.37
C  -4.607  -0.219  1.801  -0.22
H  -4.788  0.880  2.286  0.21
H  -3.797  -0.897  2.557  0.24
H  -5.994  -1.932  1.865  0.20
H  -6.716  -0.704  2.523  0.21
H  -7.295  -1.135  -0.083  0.17
H  -5.186  -1.283  -1.138  0.19
H  -5.054  0.356  -1.288  0.17
H  -3.073  -0.315  -1.807  0.37
C  -0.194  -1.763  -1.120  -0.64
H  0.721  -1.528  -1.639  0.23
H  -0.974  -2.427  -1.493  0.22
H  -0.301  -1.612  -0.122  0.25
C  -1.040  -0.273  -3.205  -0.61
H  -1.427  0.608  -3.623  0.23
H  -1.448  -1.305  -3.458  0.21
H  0.076  -0.312  -3.396  0.23
H  -2.045  2.232  -1.618  0.17
H  -1.156  4.188  -1.114  0.15
H  0.926  4.296  0.191  0.19
C  3.658  3.192  0.189  -0.54
H  4.692  3.079  1.044  0.17
H  3.321  4.041  0.012  0.17
H  3.900  2.716  -0.737  0.26

Summary:
* multiplicity: 1
* E_HOMO: -7.915 eV
* total charge: 0
* molar mass: 386.540 g mol⁻¹
* gap between HOMO and LUMO: 8.468 eV
* lowest unoccupied orbital energy: 0.0203 Ha

---

Stability, lowest: run ii

---

Run i
ORCA calculation (ωB97M-V/def2-TZVPD) on one molecule with the formula C3H7N3O2.

Last column: natural (NBO) charge in e.
Positions of all 15 atoms, in Å:
H  2.629  -0.023  -0.842  0.34
N  2.066  0.922  -0.666  -0.72
C  0.971  0.700  -0.125  0.51
N  0.203  1.648  0.334  -0.84
N  0.612  -0.642  0.312  -0.17
O  1.241  -1.603  -0.483  -0.54
C  -0.865  -0.766  0.662  -0.37
C  -1.943  -0.464  -0.396  0.39
O  -2.488  0.632  -0.672  -0.54
H  -0.695  1.864  0.179  0.41
H  0.799  2.627  0.487  0.41
H  2.025  -1.751  0.158  0.48
H  -1.154  0.051  1.355  0.26
H  -0.936  -1.922  0.854  0.25
H  -2.466  -1.274  -1.157  0.13

Summary:
* multiplicity: 1
* E_HOMO: -9.102 eV
* SMILES string: [H]/N=C(/N)N(O)CC=O
* total charge: 0
* molar mass: 117.108 g mol⁻¹
* gap between HOMO and LUMO: 9.362 eV
* lowest unoccupied orbital energy: 0.0095 Ha

---

Run ii
ORCA calculation (ωB97M-V/def2-TZVPD) on one molecule with the formula C3H7N3O2.

Last column: natural (NBO) charge in e.
Positions of all 15 atoms, in Å:
C  2.072  0.075  0.432  -0.43
N  0.634  -0.017  0.269  -0.28
N  0.047  -1.206  0.302  -0.30
C  -0.902  -1.187  -0.642  0.25
O  -1.938  -2.053  -0.523  -0.67
C  -0.266  1.038  -0.447  0.74
N  -1.400  1.368  0.275  -0.86
O  0.224  1.814  -1.248  -0.61
H  2.278  0.674  1.320  0.20
H  2.521  0.555  -0.441  0.23
H  2.513  -0.918  0.541  0.22
H  -0.663  -0.995  -1.690  0.21
H  -2.014  -2.330  0.401  0.49
H  -1.566  0.815  1.103  0.39
H  -1.540  2.367  0.349  0.41

Summary:
* multiplicity: 1
* E_HOMO (alpha / beta): -7.918 / -7.917 eV
* SMILES string: CN(/N=C/O)C(N)=O
* total charge: 0
* molar mass: 117.108 g mol⁻¹
* gap between HOMO and LUMO (alpha / beta): 8.544 / 8.543 eV
* lowest unoccupied orbital energy (alpha / beta): 0.0230 / 0.0230 Ha

---

Run iii
ORCA calculation (ωB97M-V/def2-TZVPD) on one molecule with the formula C3H7N3O2.

Last column: natural (NBO) charge in e.
Positions of all 15 atoms, in Å:
N  -0.719  0.158  3.206  -0.85
C  -1.100  -0.195  1.956  0.28
N  -0.761  0.444  0.837  -0.48
N  -1.171  -0.617  -0.340  -0.51
C  -0.227  -0.808  -1.271  -0.34
C  0.954  0.149  -1.596  0.76
O  1.709  -0.155  -2.526  -0.57
O  1.422  1.093  -0.619  -0.70
H  -0.081  1.129  3.051  0.43
H  -0.546  -0.764  4.053  0.46
H  -1.821  -1.151  1.836  0.19
H  -2.115  -0.076  -0.702  0.37
H  0.222  -1.813  -1.221  0.23
H  -0.745  -0.689  -2.437  0.23
H  0.840  1.092  0.112  0.50

Summary:
* multiplicity: 1
* E_HOMO: -9.260 eV
* SMILES string: N/C=N/NCC(=O)O
* total charge: 0
* molar mass: 117.108 g mol⁻¹
* gap between HOMO and LUMO: 9.147 eV
* lowest unoccupied orbital energy: -0.0042 Ha

---

Run iv
ORCA calculation (ωB97M-V/def2-TZVPD) on one molecule with the formula C3H7N3O2.

Last column: natural (NBO) charge in e.
Positions of all 15 atoms, in Å:
N  -0.978  1.537  0.198  -0.83
C  -1.005  0.160  0.351  -0.03
C  -2.313  -0.552  0.336  0.41
O  -2.540  -1.726  0.509  -0.54
C  -0.018  -0.720  0.025  -0.04
N  1.252  -0.411  -0.433  -0.02
N  1.754  0.849  -0.180  -0.66
O  2.215  -1.444  -0.116  -0.60
H  -0.129  1.889  -0.224  0.41
H  -1.826  1.957  -0.154  0.38
H  -3.146  0.189  0.336  0.09
H  -0.171  -1.769  0.220  0.24
H  2.577  1.018  -0.755  0.37
H  1.991  0.993  0.809  0.35
H  2.337  -1.970  -0.921  0.47

Summary:
* multiplicity: 1
* E_HOMO: -7.697 eV
* SMILES string: N/C(C=O)=C\N(N)O
* total charge: 0
* molar mass: 117.108 g mol⁻¹
* gap between HOMO and LUMO: 8.275 eV
* lowest unoccupied orbital energy: 0.0213 Ha

---

Stability, lowest: run iii